124
Properties=species:S:1:pos:R:3:lowdin_charge:R:1 method="wB97M-V/def2-TZVPD" total_charge=-1 e_tot_ev=-368615.1795 gap_ha=0.301
Br 8.422 6.278 -1.917 0.51
Br 5.492 7.964 -2.635 0.49
Br 8.025 8.032 -4.733 0.47
As 0.999 0.980 -0.584 0.90
F -0.042 2.501 -0.742 -0.34
F -7.152 7.739 -4.070 0.12
F -0.389 -0.025 -0.003 -0.32
F 0.622 0.376 -2.274 -0.32
F 1.297 1.667 1.054 -0.33
F 2.427 1.846 -1.171 -0.30
F 2.875 -0.762 -10.954 0.17
F 2.071 -0.354 -0.190 -0.29
F -6.670 9.004 -5.799 0.20
F 1.119 -0.729 -12.115 0.20
F 1.192 -2.093 -10.531 0.21
F -7.175 9.924 -3.912 0.22
O 6.101 2.811 7.239 0.02
O -5.783 -6.897 -2.154 0.01
O -7.342 -0.687 0.237 0.00
O 3.452 -3.328 -11.999 0.14
O 2.286 -2.365 -13.688 0.02
O -7.494 -6.238 3.891 -0.02
O -4.360 8.362 -5.193 -0.01
O -2.027 8.702 5.291 0.00
O 11.069 -3.597 2.433 0.04
O 1.879 -6.027 7.920 0.06
O -4.508 9.480 -3.215 0.12
N 4.244 3.255 5.977 0.02
N 1.408 -4.120 8.940 0.00
N -5.683 -6.133 5.314 0.00
N -2.516 9.638 3.402 0.00
N 10.722 -3.851 0.200 0.00
N -4.049 -8.370 -2.268 -0.01
N -6.088 0.873 1.483 -0.01
C -2.655 8.643 4.218 -0.60
C 1.907 -1.534 -11.470 -0.63
C 2.372 -3.532 -14.632 -0.17
C -6.374 0.596 2.908 -0.06
C 3.734 -3.986 -14.996 -0.10
C 1.693 -3.136 7.873 -0.03
C 2.608 -2.510 -12.384 -0.33
C -2.493 6.950 -6.060 -0.03
C 6.217 2.133 4.984 -0.01
C -3.662 7.600 3.856 0.01
C -6.561 0.309 0.291 -0.51
C 3.390 3.707 7.098 -0.08
C -4.235 -9.358 -1.252 -0.06
C -6.574 8.946 -4.502 -0.57
C 1.599 -5.418 8.912 -0.64
C -5.068 9.035 -4.233 -0.29
C -1.561 10.768 3.588 -0.04
C -4.706 -7.292 -2.668 -0.58
C 5.552 2.803 6.144 -0.54
C 12.980 -3.666 1.081 -0.02
C -4.648 -5.751 4.326 -0.03
C 1.652 -6.016 10.263 -0.01
C -7.868 -6.554 6.175 -0.03
C 7.123 6.942 -3.297 -1.44
C 9.251 -3.999 0.263 -0.05
C -6.179 0.988 -0.937 -0.03
C -4.071 -6.513 -3.715 -0.01
C -6.976 -6.285 5.062 -0.55
C -2.984 8.211 -5.169 -0.20
C 11.506 -3.731 1.303 -0.57
H -7.520 -6.492 7.206 0.07
H 3.246 4.784 7.177 0.07
H 4.143 -3.059 -15.397 0.08
H 4.535 -4.095 -14.265 0.08
H 3.903 2.961 5.073 0.12
H 0.708 -6.537 10.422 0.09
H -3.489 -5.765 -3.177 0.10
H 11.098 -3.790 -0.736 0.13
H 1.756 -5.245 11.027 0.07
H -4.094 -6.689 4.370 0.09
H -5.732 1.315 3.416 0.08
H -1.791 11.201 4.561 0.08
H 0.872 -2.481 7.581 0.08
H 2.546 -6.627 10.383 0.09
H -5.530 0.303 -1.482 0.10
H 5.480 1.911 4.212 0.08
H -2.665 8.137 -4.130 0.12
H -3.332 -7.113 -4.247 0.08
H -1.537 11.424 2.718 0.08
H -4.136 -4.800 4.475 0.08
H -3.370 -9.202 -0.608 0.08
H -0.559 10.382 3.775 0.08
H -8.660 -5.813 6.285 0.09
H 6.723 6.086 -3.842 -0.04
H 7.079 2.664 4.579 0.09
H 3.587 3.448 8.138 0.08
H -8.326 -7.543 6.129 0.09
H 2.396 -2.463 8.364 0.08
H 8.950 -3.970 1.311 0.08
H -1.469 6.954 -6.434 0.07
H -5.130 -5.699 3.350 0.08
H -3.210 6.739 -6.853 0.07
H -4.823 -6.084 -4.377 0.10
H 1.018 -3.738 9.789 0.13
H 1.829 -4.437 -14.359 0.12
H 6.590 1.169 5.332 0.09
H -4.071 -10.390 -1.561 0.08
H -5.227 1.334 1.224 0.12
H 8.901 -3.190 -0.379 0.08
H -2.628 9.136 -5.623 0.12
H -3.048 9.529 2.551 0.13
H 1.913 -3.096 -15.519 0.12
H -7.405 0.716 3.243 0.08
H -3.132 6.671 3.644 0.09
H 8.927 -4.902 -0.254 0.07
H -3.307 -8.534 -2.934 0.12
H -5.586 1.902 -0.946 0.08
H -2.561 6.129 -5.346 0.07
H -7.006 1.217 -1.609 0.09
H 13.422 -4.535 0.593 0.08
H 3.946 -4.738 -15.756 0.09
H 13.326 -2.786 0.540 0.08
H -4.088 7.940 2.912 0.07
H -5.198 -9.228 -0.758 0.09
H 13.542 -3.598 2.013 0.08
H 2.358 3.481 6.828 0.07
H -4.308 7.250 4.661 0.09
H -6.038 -0.423 3.101 0.08
H -5.409 -6.257 6.278 0.13
H 2.196 -3.677 7.072 0.09